Entry from the OMol25 dataset: C2H5N3O2 as an isolated structure (wB97M-V/def2-TZVPD).

XYZ file:
```
12
Properties=species:S:1:pos:R:3:forces:R:3:lowdin_charge:R:1
C 1.714 0.245 -0.143 -0.08 0.01 0.02 -0.150
N -0.842 -0.577 -0.505 0.38 0.26 0.33 -0.061
N -1.418 -1.574 0.121 0.12 0.20 0.08 0.081
O 0.464 0.190 0.502 -0.61 -0.15 -0.36 -0.238
N -1.629 0.566 -0.375 0.08 -0.16 0.05 0.070
C -0.909 1.528 0.032 0.18 0.28 0.09 -0.351
O -0.670 2.643 0.276 -0.03 -0.55 -0.08 0.174
H -1.951 -1.381 0.966 0.08 0.05 -0.12 0.121
H -0.931 -2.453 0.043 -0.02 0.09 -0.01 0.116
H 1.609 0.390 -1.225 -0.01 -0.02 0.05 0.080
H 2.289 -0.670 0.042 -0.04 0.06 -0.02 0.074
H 2.274 1.093 0.266 -0.04 -0.06 -0.04 0.085
```
Positions in Å, forces in eV/Å.

For the energy above the lowest of the compared OMol25 structures with the same formula, charge and spin, the calculation gives 5.766 eV. The gap between HOMO and LUMO is 9.7724 eV. Its molar mass is 103.1 g mol⁻¹.

***

Entry from the OMol25 dataset: one molecule with the formula C2H5N3O2 at a distorted geometry (wB97M-V/def2-TZVPD).

XYZ file:
```
12
Properties=species:S:1:pos:R:3:forces:R:3:lowdin_charge:R:1
N 1.268 0.294 1.551 0.71 -1.08 -0.27 0.122
C 0.431 0.049 0.508 -1.72 -2.00 -1.74 -0.385
C -0.354 -1.037 0.276 0.66 -0.69 0.21 -0.070
O -1.201 -1.287 -0.830 0.54 1.35 0.77 -0.100
N -1.144 -0.164 -1.714 4.11 -0.58 0.96 0.017
O -1.005 1.040 -0.929 -0.60 0.07 -0.87 -0.120
N 0.283 1.126 -0.420 1.18 0.46 -0.38 -0.006
H 1.573 -0.313 2.281 -0.31 -0.66 -0.21 0.098
H 1.391 1.227 1.740 0.26 2.38 0.55 0.057
H -0.309 -1.969 0.842 -0.14 0.61 0.25 0.115
H -2.007 -0.190 -2.146 -2.58 0.66 -0.61 0.094
H 1.075 1.223 -1.159 -2.13 -0.52 1.33 0.180
```
Positions in Å, forces in eV/Å.

For the energy above the lowest of the compared OMol25 structures with the same formula, charge and spin, the calculation gives 7.415 eV. The SMILES is Nc1co[nH]o[nH]1. The gap between HOMO and LUMO is 8.4896 eV. Its molar mass is 103.1 g mol⁻¹.

***

Entry from the OMol25 dataset: one molecule with the formula C2H5N3O2 at a distorted geometry (wB97M-V/def2-TZVPD).

XYZ file:
```
12
Properties=species:S:1:pos:R:3:forces:R:3:lowdin_charge:R:1
C -1.948 0.953 -0.421 -1.06 -0.83 0.51 -0.041
N -0.766 0.491 -0.662 -1.73 1.51 2.06 0.016
N 0.041 0.606 0.471 -2.71 1.62 0.45 0.012
C 1.278 0.163 0.476 1.76 -1.28 3.08 -0.556
O 1.941 0.296 1.532 -0.50 0.13 -2.43 0.005
N 1.678 -0.771 -0.576 3.62 -0.95 5.04 -0.046
O 0.750 -1.825 -0.415 -3.45 -0.50 -5.92 -0.194
H -2.774 0.861 -1.096 0.43 -0.19 -1.46 0.048
H -2.524 1.270 0.516 2.14 -0.12 -0.28 0.097
H -0.366 0.996 1.399 1.08 -0.86 -2.27 0.203
H 2.478 -1.234 0.249 -1.87 1.72 -3.74 0.228
H 0.213 -1.806 -1.474 2.28 -0.26 4.97 0.228
```
Positions in Å, forces in eV/Å.

For the energy above the lowest of the compared OMol25 structures with the same formula, charge and spin, the calculation gives 6.631 eV. The SMILES is C=NNC(=O)NO. The gap between HOMO and LUMO is 10.2939 eV. Its molar mass is 103.1 g mol⁻¹.

***

Entry from the OMol25 dataset: a 2-piece molecular cluster, C2H5N3O2 overall at a distorted geometry (wB97M-V/def2-TZVPD).

XYZ file:
```
12
Properties=species:S:1:pos:R:3:forces:R:3:lowdin_charge:R:1
C -0.670 0.247 -0.073 1.04 2.51 0.42 -0.248
C 0.553 -0.860 -0.077 -6.60 -2.80 -4.73 -0.437
H -2.670 0.169 0.659 3.05 -2.14 0.31 0.161
H -1.784 -1.396 0.717 0.29 -0.55 -0.46 0.064
H -1.327 2.235 -0.939 2.37 -2.75 1.39 0.104
H 2.641 -1.080 0.461 -2.89 0.12 -2.00 0.222
H 1.460 1.257 -0.617 1.56 -0.37 4.63 0.278
N -1.697 -0.402 0.727 -1.70 5.66 -2.30 0.081
N -0.459 1.543 -0.663 -2.35 -4.49 1.53 0.010
N 1.796 -0.568 -0.034 6.47 1.39 4.04 -0.025
O 0.082 -1.904 -0.670 1.59 2.18 2.80 -0.028
O 2.075 0.759 0.507 -2.83 1.24 -5.63 -0.183
```
Positions in Å, forces in eV/Å.

For the energy above the lowest of the compared OMol25 structures with the same formula, charge and spin, the calculation gives 7.781 eV. The gap between HOMO and LUMO is 10.2806 eV. Its molar mass is 103.1 g mol⁻¹.

***

Question: What is the formula in the fourth record?
Answer: C2H5N3O2

***

Question: gap between HOMO and LUMO of number 3 (C2H5N3O2)?
Answer: 10.2939 eV

***

Question: What is the molar mass in the third record?
Answer: 103.1 g mol⁻¹